[1]
Density functional theory data (ωB97M-V/def2-TZVPD) for an isolated ion of composition C19H26N3O2 and charge +1 in a non-equilibrium geometry.

The geometry in XYZ format:
```
50
Properties=species:S:1:pos:R:3:forces:R:3:lowdin_charge:R:1
C 3.540 -0.792 2.399 0.1 0.0 -0.1 -0.02
C 3.993 -1.090 1.002 -0.1 0.3 0.0 -0.21
C 4.341 -2.373 0.612 0.0 0.1 -0.1 -0.04
C 4.763 -2.642 -0.679 0.0 -0.1 -0.1 -0.08
C 4.852 -1.613 -1.597 0.0 -0.1 0.0 -0.08
C 4.513 -0.321 -1.231 -0.1 0.4 0.1 -0.02
C 4.076 -0.056 0.059 0.1 -0.4 0.1 -0.24
O 3.759 1.204 0.528 0.2 -0.3 0.1 -0.06
C 3.192 2.170 -0.326 -0.5 0.5 -0.2 -0.12
C 1.655 2.075 -0.242 0.3 -0.3 -0.4 -0.32
O 1.267 1.991 1.111 0.1 0.0 0.3 -0.03
H 2.030 1.627 1.590 -0.2 0.0 0.0 0.09
C 1.135 0.862 -1.051 0.2 0.3 0.3 -0.11
N -0.258 0.520 -0.829 -0.2 0.1 0.1 -0.15
C -1.178 1.629 -0.970 0.0 -0.3 0.0 -0.16
C -2.599 1.085 -1.063 0.4 0.7 -0.7 -0.08
N -2.914 0.320 0.172 -0.2 0.1 0.2 -0.04
H -2.791 0.953 0.972 -0.1 -0.1 -0.1 0.19
C -4.295 -0.179 0.158 -0.8 -0.3 0.0 -0.28
N -4.557 -1.005 -0.834 0.7 0.3 0.1 0.14
C -5.777 -1.503 -0.927 -0.3 0.0 0.1 -0.09
C -6.782 -1.188 -0.022 0.1 0.1 0.1 -0.02
C -6.491 -0.318 1.016 0.1 -0.1 -0.2 -0.03
C -5.208 0.210 1.119 0.2 0.0 -0.1 0.02
H -4.948 0.891 1.915 0.1 0.1 0.1 0.12
H -7.245 -0.049 1.740 -0.1 0.0 0.1 0.12
H -7.766 -1.614 -0.128 -0.1 -0.1 0.0 0.12
H -5.943 -2.175 -1.757 -0.1 -0.1 0.0 0.12
C -1.934 -0.789 0.320 0.9 -0.6 0.2 -0.08
C -0.527 -0.209 0.394 -0.3 0.0 -0.1 -0.15
H 0.187 -1.030 0.477 -0.1 0.0 0.1 0.14
H -0.432 0.424 1.292 0.0 -0.1 0.0 0.12
H -2.042 -1.434 -0.554 -0.1 0.1 0.1 0.14
H -2.173 -1.355 1.222 -0.1 0.1 0.0 0.15
H -2.695 0.397 -1.903 -0.1 0.0 0.2 0.14
H -3.322 1.896 -1.172 0.0 -0.1 0.1 0.15
H -0.945 2.163 -1.892 -0.1 0.1 0.0 0.14
H -1.109 2.341 -0.129 0.0 0.1 0.0 0.13
H 1.726 -0.024 -0.811 0.0 0.0 -0.1 0.12
H 1.259 1.078 -2.116 0.1 0.0 0.0 0.14
H 1.220 2.997 -0.647 0.1 0.0 0.0 0.15
H 3.514 3.137 0.070 0.0 -0.1 -0.1 0.14
H 3.523 2.082 -1.362 0.1 0.0 0.1 0.12
H 4.609 0.472 -1.957 0.0 0.1 -0.1 0.11
H 5.195 -1.806 -2.601 0.0 0.0 -0.1 0.11
H 5.030 -3.648 -0.962 0.0 -0.1 0.0 0.10
H 4.282 -3.173 1.335 0.0 -0.1 0.1 0.11
H 3.653 -1.668 3.032 0.0 0.0 0.1 0.08
H 4.127 0.023 2.818 0.0 0.0 0.1 0.09
H 2.491 -0.490 2.411 -0.1 0.0 0.1 0.07
```
Forces are in eV/Å.

Values from the calculation:
F_max, eV/Å: 1.10
Energy above the lowest of the compared OMol25 structures with the same formula, charge and spin, kJ/mol: 68.7
HOMO energy, eV: -10.8
Charge: +1
HOMO-LUMO gap, Ha: 0.2961

=====

[2]
Density functional theory data (ωB97M-V/def2-TZVPD) for C12H11NO4Pb as an isolated structure in a non-equilibrium geometry.

The geometry in XYZ format:
```
29
Properties=species:S:1:pos:R:3:forces:R:3:lowdin_charge:R:1
Pb -0.011 -0.025 0.013 -0.3 0.9 1.5 0.98
O -1.772 -1.331 2.410 1.6 1.0 -2.8 0.20
C -1.137 -0.860 1.551 -3.6 -2.4 6.3 -0.16
C 1.126 1.048 -1.468 3.9 4.6 -6.8 -0.09
O 1.729 1.717 -2.185 -1.6 -2.0 2.7 0.26
C -1.756 0.380 -1.085 -7.9 1.8 -5.8 -0.08
O -2.742 0.640 -1.661 4.2 -1.1 2.9 0.24
C 1.758 -0.449 1.055 7.6 -3.7 5.4 -0.10
O 2.744 -0.649 1.654 -3.8 1.7 -2.6 0.23
C -0.148 -2.339 -0.664 -0.1 -0.4 -0.2 -0.10
H 0.348 -2.838 0.191 -0.4 0.1 -0.7 0.11
H -1.244 -2.464 -0.772 0.8 -0.2 0.0 0.11
C 0.600 -1.689 -1.648 0.3 -0.8 -1.0 -0.16
H 0.114 -1.285 -2.558 0.4 -0.5 0.5 0.10
H 1.707 -1.659 -1.595 -0.7 -0.2 -0.1 0.11
C -0.040 6.001 2.404 0.2 0.2 0.1 -0.01
C 0.004 4.630 1.815 0.0 0.7 0.4 -0.21
C -1.193 3.991 1.527 -0.5 -1.1 -0.5 0.04
C -1.176 2.707 1.000 1.2 2.3 1.1 -0.09
N 0.035 2.207 0.830 -0.3 -3.2 -1.5 -0.11
C 1.229 2.715 1.046 -1.1 2.3 1.1 -0.11
C 1.218 4.000 1.576 0.3 -0.9 -0.4 0.05
H -0.555 6.686 1.728 0.0 0.0 0.1 0.11
H -0.582 5.986 3.351 0.0 0.0 0.0 0.11
H 0.960 6.384 2.587 0.0 0.1 0.0 0.09
H -2.148 4.428 1.700 -0.4 0.6 0.2 0.13
H -2.081 2.153 0.770 0.2 -0.1 0.0 0.11
H 2.158 2.184 0.855 -0.2 -0.3 -0.1 0.12
H 2.155 4.457 1.790 0.4 0.6 0.2 0.13
```
Forces are in eV/Å.

Values from the calculation:
F_max, eV/Å: 10.05
Energy above the lowest of the compared OMol25 structures with the same formula, charge and spin, kJ/mol: 0.0
HOMO energy (alpha / beta), eV: -13.7 / -14.0
Charge: +2
HOMO-LUMO gap (alpha / beta), Ha: 0.1778 / 0.1933

=====

[3]
Density functional theory data (ωB97M-V/def2-TZVPD) for C32H20BrN8OPbS2 as an isolated structure in a non-equilibrium geometry.

The geometry in XYZ format:
```
65
Properties=species:S:1:pos:R:3:forces:R:3:lowdin_charge:R:1
Pb 8.996 12.309 12.374 -0.7 -1.3 0.0 1.24
Br 4.586 12.831 6.146 -0.4 -0.1 -1.0 0.78
C 5.520 12.166 7.603 0.6 0.6 1.3 -0.72
C 6.255 10.961 7.575 0.0 0.3 -1.0 -0.10
C 7.004 10.621 8.670 -0.1 -0.2 0.0 0.00
C 7.106 11.535 9.762 1.9 -2.2 0.5 -0.36
O 8.028 11.244 10.662 -0.4 0.2 0.0 -0.33
C 6.287 12.634 9.844 -0.9 1.9 0.3 -0.16
C 6.118 13.488 11.001 -0.4 1.6 0.8 -0.03
N 6.875 13.696 12.041 0.4 -2.4 -1.2 -0.02
C 6.550 14.457 13.148 0.2 1.3 1.6 -0.23
C 5.922 15.688 13.039 0.1 -0.7 -1.0 -0.02
C 5.735 16.557 14.124 1.2 -1.7 1.4 -0.05
C 6.348 16.275 15.340 0.0 0.4 -1.4 -0.02
C 7.104 15.090 15.526 -0.5 -1.4 -0.9 -0.14
C 7.671 14.726 16.770 0.5 -1.5 0.1 0.03
C 8.278 13.455 16.885 -0.4 1.8 0.6 -0.02
C 8.422 12.674 15.749 -1.3 -0.4 -0.4 -0.15
N 7.714 12.865 14.635 1.3 1.2 -0.6 0.00
C 7.119 14.082 14.459 -0.5 1.0 0.1 -0.15
C 5.501 12.985 8.732 -0.4 -1.7 -1.5 -0.10
H 6.316 10.396 6.618 -0.3 0.2 1.0 0.12
H 7.523 9.644 8.715 -0.1 0.9 0.0 0.12
H 5.197 14.132 10.939 0.6 -0.7 0.1 0.14
H 5.629 15.988 12.013 0.0 -0.1 0.8 0.12
H 5.098 17.379 14.037 -0.6 1.4 -0.2 0.09
H 6.348 17.022 16.109 -0.2 0.1 0.5 0.11
H 7.632 15.413 17.623 -0.1 -0.4 -0.4 0.13
H 8.618 13.026 17.837 0.2 0.6 -0.4 0.12
H 9.064 11.810 15.784 -0.1 -0.5 0.0 0.08
H 4.793 13.796 8.634 0.3 0.4 0.7 0.09
C 10.246 6.491 8.426 0.0 -1.7 -0.8 -0.05
C 11.377 6.991 7.749 -0.7 -0.7 0.1 -0.04
C 11.888 8.202 8.133 0.4 0.4 -0.7 -0.01
C 11.226 8.910 9.112 -0.6 -1.7 0.4 -0.27
C 10.100 8.390 9.804 1.9 -0.2 0.2 0.00
C 9.685 7.081 9.550 0.6 1.2 -0.3 -0.03
N 11.735 10.166 9.383 0.2 3.0 0.1 -0.14
N 12.274 10.845 8.415 -2.7 -2.7 1.7 0.14
C 12.087 12.178 8.400 2.0 3.8 -0.5 -0.30
C 12.591 12.836 7.184 -1.6 -3.0 2.3 0.03
C 12.566 14.179 7.151 0.8 0.8 -0.9 -0.07
C 12.213 14.890 8.289 -0.7 0.9 1.0 -0.02
C 11.667 14.231 9.408 1.0 -0.8 -1.5 -0.10
N 11.618 12.885 9.459 0.0 -0.1 -0.5 0.06
H 9.806 5.534 8.044 0.6 0.8 0.6 0.13
H 11.820 6.363 6.974 -0.1 0.4 0.1 0.12
H 12.718 8.768 7.695 -0.1 -1.0 -0.1 0.12
H 9.777 8.991 10.615 -0.9 0.3 0.7 0.07
H 9.032 6.536 10.225 -0.3 0.3 -0.4 0.12
H 12.847 12.171 6.365 0.2 0.3 0.0 0.12
H 12.927 14.577 6.200 -0.2 0.7 0.6 0.13
H 12.313 15.984 8.377 -0.1 -0.6 -0.4 0.12
H 11.351 14.814 10.268 0.0 -0.4 -0.1 0.07
S 9.418 9.646 13.808 1.3 0.5 -0.7 0.62
C 11.009 9.143 13.340 -2.0 -0.4 -0.2 -0.70
C 11.285 7.935 14.094 0.8 -1.1 1.1 -0.30
N 11.430 6.987 14.757 -0.2 1.5 -1.1 0.20
C 11.891 9.469 12.289 -1.4 0.2 0.0 -0.61
S 11.722 10.846 11.233 0.4 -0.6 -0.2 0.99
C 12.819 8.473 11.952 1.9 -0.3 -0.5 -0.30
N 13.648 7.748 11.599 -0.5 0.1 0.1 0.20
N 9.968 15.898 12.119 -0.5 -3.4 1.1 0.11
C 9.988 14.750 12.498 0.4 6.1 -1.4 -0.12
H 9.728 16.848 11.783 0.4 -1.2 0.5 0.13
```
Forces are in eV/Å.

Values from the calculation:
F_max, eV/Å: 6.26
Energy above the lowest of the compared OMol25 structures with the same formula, charge and spin, kJ/mol: 160.6
HOMO energy (alpha / beta), eV: -10.2 / -10.2
Charge: +1
HOMO-LUMO gap (alpha / beta), Ha: 0.1730 / 0.1729

=====

[4]
Density functional theory data (ωB97M-V/def2-TZVPD) for C24H27BrCoN4O8P2 as an isolated structure.

The geometry in XYZ format:
```
67
Properties=species:S:1:pos:R:3:forces:R:3:lowdin_charge:R:1
Co 0.859 1.506 -0.065 -0.1 -0.5 0.3 0.49
Br -5.966 -2.631 -0.016 0.0 0.0 0.0 0.71
C -4.374 -3.438 -0.658 0.0 0.0 0.0 -0.70
C -3.757 -2.921 -1.785 0.1 0.0 0.0 -0.12
C -2.587 -3.502 -2.246 0.0 0.0 0.0 -0.02
C -2.042 -4.600 -1.583 0.2 0.0 -0.1 -0.28
C -2.697 -5.128 -0.483 -0.1 -0.1 0.1 -0.05
C -3.857 -4.538 -0.001 0.0 -0.1 0.0 -0.13
N -0.910 -5.330 -2.103 -0.3 0.0 -0.1 0.06
N 0.131 -4.762 -2.470 0.1 0.1 0.2 0.06
C 0.372 -3.386 -2.180 0.0 0.0 0.0 -0.27
C 0.781 -2.603 -3.234 0.0 0.2 0.1 -0.04
C 0.909 -1.222 -3.105 0.1 0.0 -0.1 -0.01
C 0.709 -0.584 -1.877 -0.1 -0.1 -0.1 -0.32
O 0.807 0.686 -1.758 0.0 0.2 0.0 -0.12
C 0.401 -1.411 -0.736 0.0 0.1 0.0 -0.11
N 0.274 -0.771 0.457 0.4 0.0 -0.1 0.13
C 0.018 -1.492 1.516 0.0 0.0 0.0 -0.11
C -0.077 -2.899 1.488 0.0 0.1 0.0 -0.03
C 0.044 -3.549 0.298 -0.1 0.0 0.0 -0.02
C 0.245 -2.802 -0.884 -0.1 -0.3 -0.1 -0.10
H -4.180 -2.064 -2.291 0.0 0.0 0.0 0.10
H -2.087 -3.092 -3.111 0.0 0.0 0.0 0.12
H -2.285 -6.008 -0.004 0.0 0.0 0.0 0.11
H -4.358 -4.937 0.869 0.0 0.0 0.0 0.10
H 0.948 -3.080 -4.193 0.0 0.0 0.0 0.11
H 1.186 -0.609 -3.952 0.0 0.0 0.0 0.11
H -0.105 -0.970 2.455 0.0 0.1 0.1 0.11
H -0.233 -3.442 2.411 0.0 0.0 0.0 0.10
H -0.002 -4.630 0.251 0.0 0.0 0.0 0.11
C -1.593 4.742 0.401 -0.1 0.1 0.1 -0.05
C -1.750 3.720 1.507 0.1 0.0 -0.1 -0.59
O -2.762 4.168 2.399 -0.1 0.0 0.1 -0.05
P -2.185 2.070 0.860 0.1 -0.3 -0.2 0.51
O -3.611 2.147 0.155 0.0 0.0 0.2 -0.08
O -2.464 1.217 2.149 -0.2 -0.1 -0.2 -0.11
O -1.173 1.506 -0.081 -0.5 0.6 -0.2 -0.27
P -0.226 3.311 2.464 0.1 0.0 0.0 0.37
O 0.408 4.742 2.820 -0.1 0.0 0.2 -0.10
O -0.788 2.626 3.674 0.0 0.0 0.1 -0.30
O 0.743 2.568 1.595 0.0 0.0 0.1 -0.31
H -2.569 4.939 -0.047 0.0 0.0 0.0 0.09
H -0.909 4.391 -0.362 0.0 0.0 0.0 0.04
H -1.206 5.668 0.825 0.0 0.0 0.0 0.09
H -2.579 3.748 3.253 0.0 0.0 0.0 0.08
H -3.538 1.839 -0.753 0.0 0.0 -0.2 0.09
H -1.871 1.518 2.886 0.1 0.1 0.2 0.04
H 1.366 4.704 2.752 0.2 0.0 -0.1 0.08
C 1.208 3.135 -0.986 -0.2 0.0 0.0 -0.09
H 0.256 3.416 -1.440 0.0 0.0 -0.1 0.01
H 1.921 2.951 -1.778 0.1 0.0 0.0 0.00
H 1.551 3.903 -0.297 0.1 0.0 0.0 0.03
C 2.409 0.690 2.795 0.1 0.1 0.0 -0.07
C 3.137 0.634 1.489 0.0 -0.1 -0.2 -0.36
C 4.420 0.158 1.366 0.2 0.1 -0.2 -0.10
C 4.812 0.357 0.018 -0.1 0.1 0.3 -0.10
C 3.744 0.939 -0.624 -0.3 -0.3 -0.1 -0.34
C 3.724 1.278 -2.083 0.1 -0.1 0.0 -0.06
N 2.688 1.082 0.258 0.3 0.3 0.0 0.02
H 2.837 -0.068 3.454 0.0 0.0 0.0 0.08
H 1.347 0.517 2.713 -0.2 -0.1 0.0 0.02
H 2.512 1.665 3.283 0.0 -0.1 0.0 0.07
H 5.006 -0.262 2.171 0.0 0.0 0.0 0.08
H 5.756 0.111 -0.445 0.0 0.0 0.0 0.08
H 4.598 0.824 -2.553 0.0 0.0 0.0 0.07
H 3.781 2.351 -2.265 0.0 0.1 0.0 0.06
H 2.834 0.904 -2.579 0.0 0.0 -0.1 0.05
```
Forces are in eV/Å.

Values from the calculation:
F_max, eV/Å: 0.83
Energy above the lowest of the compared OMol25 structures with the same formula, charge and spin, kJ/mol: 0.0
HOMO energy, eV: -4.0
Charge: -1
HOMO-LUMO gap, Ha: 0.2296

=====

- Which value of F_max does entry 4 give?
  0.83 eV/Å

=====

- Number 2 is which compound?
  C12H11NO4Pb